[1]
{"formula": "C26H45CeN7OPS2", "method": "wB97M-V/def2-TZVPD", "symbols": ["Ce", "C", "C", "N", "C", "S", "N", "N", "C", "C", "C", "C", "C", "C", "C", "N", "H", "H", "H", "H", "H", "H", "H", "H", "H", "H", "H", "H", "H", "N", "C", "C", "N", "C", "C", "N", "H", "H", "H", "H", "H", "H", "H", "H", "H", "H", "H", "H", "H", "O", "S", "C", "C", "C", "C", "H", "H", "H", "H", "H", "H", "H", "H", "C", "P", "C", "C", "C", "C", "C", "C", "C", "H", "H", "H", "H", "H", "H", "H", "H", "H", "H", "H"], "positions_angstrom": [[-0.90604, -0.40700, 0.63823], [-0.02860, 6.11575, 0.59158], [-1.19180, 5.68398, 1.46047], [-1.98280, 4.61102, 0.85828], [-1.66371, 3.31098, 0.92590], [-3.03217, 2.31523, 0.39273], [-0.46705, 3.00749, 1.36027], [-0.22892, 1.71607, 1.77981], [0.95436, 1.55088, 2.29684], [1.98846, 2.62647, 2.29218], [1.16607, 0.30864, 3.11490], [2.13117, 0.29074, 4.11874], [2.18024, -0.79373, 4.98372], [1.28384, -1.83713, 4.82074], [0.37400, -1.75953, 3.77511], [0.31328, -0.71980, 2.94708], [0.45329, 6.98606, 1.03122], [-0.36991, 6.39353, -0.40390], [0.70876, 5.32320, 0.49464], [-1.88320, 6.51242, 1.61776], [-0.86199, 5.33930, 2.44057], [-2.81016, 4.86752, 0.34397], [1.94883, 3.17144, 1.35145], [2.98609, 2.21935, 2.43783], [1.79416, 3.35448, 3.08273], [2.80839, 1.12012, 4.24667], [2.90781, -0.81355, 5.78264], [1.27978, -2.69195, 5.47754], [-0.33218, -2.56351, 3.60111], [-2.83554, -0.62927, 2.52536], [-3.44570, -1.97449, 2.44783], [-4.05806, -2.20155, 1.07432], [-3.12699, -1.74902, 0.02430], [-3.29234, -2.37980, -1.30608], [-1.94240, -2.74640, -1.89470], [-1.02332, -1.59959, -1.79733], [-2.46362, -0.46981, 3.45851], [-3.54195, 0.09478, 2.38636], [-4.21031, -2.13516, 3.21375], [-2.64541, -2.70552, 2.61032], [-5.02093, -1.68369, 0.98803], [-4.26170, -3.26544, 0.94440], [-3.31563, -0.75389, -0.11547], [-3.82792, -1.69695, -1.97383], [-3.91263, -3.27324, -1.21826], [-2.06310, -3.09816, -2.92452], [-1.50425, -3.56844, -1.32156], [-0.10951, -1.84825, -2.17556], [-1.34029, -0.82099, -2.37708], [-2.30558, 1.01067, -0.23276], [0.35312, 1.49265, -1.98010], [-1.01816, 2.43734, -2.73099], [-0.78029, 2.40841, -4.24322], [-0.09150, 1.09101, -4.57581], [1.04222, 0.93427, -3.56988], [-1.00217, 3.45035, -2.33322], [-1.96577, 1.97709, -2.45037], [-0.14824, 3.24529, -4.54284], [-1.72834, 2.51264, -4.77302], [0.28990, 1.07122, -5.59636], [-0.80032, 0.26320, -4.48242], [1.88629, 1.57118, -3.83741], [1.40368, -0.08490, -3.47051], [3.07880, -2.01209, 1.38264], [1.61142, -2.09897, 0.29921], [1.05152, -3.81704, 0.58199], [2.38353, -2.13928, -1.34745], [2.16279, -3.17333, -2.25565], [2.80222, -3.17752, -3.48896], [3.68684, -2.16236, -3.81638], [3.91076, -1.12715, -2.91809], [3.24907, -1.10505, -1.70313], [3.57162, -1.04693, 1.26771], [3.78793, -2.79764, 1.11645], [2.78905, -2.13040, 2.42581], [1.77752, -4.53671, 0.19879], [0.08281, -4.02884, 0.13055], [0.96519, -3.97559, 1.65828], [1.50826, -3.99964, -2.01030], [2.62594, -3.99004, -4.17827], [4.20722, -2.18195, -4.76240], [4.59935, -0.33326, -3.16919], [3.43496, -0.28024, -1.02231]], "mulliken_charge": [0.62, -0.93, -0.44, -0.22, 0.48, -0.35, -0.67, 0.33, 1.03, -1.76, 0.41, -0.82, -0.73, -0.89, -0.20, 0.37, 0.38, 0.30, 0.16, 0.43, 0.24, 0.27, 0.27, 0.61, 0.31, 0.51, 0.47, 0.47, 0.36, -0.34, -0.48, -0.87, 0.28, -0.99, -0.42, -0.06, 0.25, 0.26, 0.49, 0.12, 0.31, 0.51, 0.15, 0.33, 0.48, 0.51, 0.14, -0.09, 0.10, -0.38, 0.18, -0.52, -0.79, -0.75, -0.03, 0.47, 0.15, 0.31, 0.38, 0.46, 0.18, 0.56, -0.37, -1.41, 1.49, -1.45, 0.66, -0.19, -0.75, -0.60, -0.70, -0.85, 0.39, 0.51, 0.38, 0.49, 0.20, 0.42, 0.30, 0.46, 0.45, 0.45, 0.24], "total_energy_ha": -3088.76534, "spin_multiplicity": 2, "s2": 0.751, "de_lowest_ev": 0.515, "gap_ev": [7.553, 7.573], "total_charge": 2}

=====

[2]
{"formula": "C23H26F4N8O3S2V", "method": "wB97M-V/def2-TZVPD", "symbols": ["V", "C", "N", "C", "C", "C", "N", "C", "C", "F", "C", "F", "C", "C", "F", "C", "F", "H", "H", "H", "H", "H", "H", "H", "H", "H", "H", "H", "N", "C", "C", "C", "C", "C", "C", "S", "O", "O", "N", "C", "S", "C", "C", "N", "H", "H", "H", "H", "H", "H", "H", "H", "C", "N", "C", "C", "O", "N", "C", "N", "H", "H", "H", "H", "H", "H", "H"], "positions_angstrom": [[-0.38600, -0.08659, 0.27983], [-0.27062, -1.65937, 2.92476], [-0.39943, -1.87467, 1.46140], [-1.58264, -2.75557, 1.20768], [0.83747, -2.53218, 0.94536], [1.94245, -1.47610, 0.91330], [1.30768, -0.12951, 0.84100], [2.17008, 0.97451, 1.07567], [1.83332, 1.93462, 2.02598], [0.68286, 1.82032, 2.71778], [2.66859, 2.99785, 2.28640], [2.30225, 3.87517, 3.20799], [3.85823, 3.14589, 1.59408], [4.19407, 2.20742, 0.64025], [5.30680, 2.31798, -0.05691], [3.36689, 1.12530, 0.38283], [3.70949, 0.25018, -0.55772], [-0.01972, -2.60975, 3.39716], [-1.21980, -1.31521, 3.32082], [0.50870, -0.93190, 3.14016], [-1.40594, -3.72727, 1.67149], [-1.73365, -2.88539, 0.14130], [-2.45919, -2.30406, 1.66573], [0.61765, -2.91063, -0.04440], [1.12015, -3.37472, 1.57788], [2.58979, -1.61719, 0.04811], [2.57072, -1.49339, 1.80421], [4.51473, 3.98370, 1.79495], [3.38963, -2.82440, -6.35394], [2.53057, -2.33557, -5.46490], [1.55130, -1.38491, -5.86027], [0.65689, -0.89579, -4.96232], [0.72047, -1.32439, -3.61013], [1.69084, -2.27344, -3.20279], [2.57393, -2.76646, -4.11010], [-0.40083, -0.74070, -2.55319], [-0.51341, -1.62327, -1.33590], [-1.57219, -0.22664, -3.17936], [0.29011, 0.48164, -1.57006], [-0.39090, 1.62114, -1.31014], [-1.35705, 2.67174, -2.24163], [-1.66487, 3.57144, -0.79592], [-1.12503, 3.01568, 0.30407], [-0.37146, 1.87952, 0.01903], [3.36225, -2.54034, -7.31945], [4.07854, -3.51228, -6.09893], [1.50873, -1.06546, -6.89345], [-0.10427, -0.19831, -5.28380], [1.71816, -2.63041, -2.18269], [3.30516, -3.50652, -3.81220], [-2.22173, 4.49668, -0.84173], [-1.15270, 3.41028, 1.30766], [-4.83681, 1.81688, 3.46951], [-3.88632, 1.23556, 2.51419], [-4.21774, 0.87892, 1.13474], [-2.87508, 0.42097, 0.66488], [-2.48557, 0.02369, -0.44583], [-1.96401, 0.46897, 1.65428], [-2.59729, 1.02559, 2.73986], [-1.98841, 1.28649, 3.88127], [-5.83323, 1.73842, 3.04460], [-4.61213, 2.86762, 3.65023], [-4.82632, 1.25483, 4.40304], [-4.57752, 1.73236, 0.55702], [-4.95825, 0.07809, 1.07442], [-0.98694, 1.20647, 3.95347], [-2.48147, 1.71647, 4.64937]], "mulliken_charge": [-0.14, -1.05, 0.18, -1.03, -1.05, -0.74, 1.54, -0.04, -0.23, -0.24, 0.19, -0.27, -0.53, 0.15, -0.25, 0.25, -0.26, 0.39, 0.37, 0.21, 0.47, 0.21, 0.38, 0.33, 0.61, 0.49, 0.51, 0.56, -0.41, 1.14, -0.94, -0.69, 0.12, -0.26, -1.10, 1.60, -0.59, -0.66, 0.12, 0.51, -0.02, -0.65, -0.78, 0.62, 0.22, 0.22, 0.36, 0.52, 0.33, 0.37, 0.51, 0.58, -1.07, -0.06, -0.42, 0.06, -0.45, 0.93, -0.28, -0.27, 0.40, 0.37, 0.39, 0.39, 0.44, 0.14, 0.28], "total_energy_ha": -3694.71489, "de_lowest_ev": 0.012, "gap_ev": [4.759, 4.744], "total_charge": 3}

=====

[3]
{"formula": "C41H29F5KN2OP2", "method": "wB97M-V/def2-TZVPD", "symbols": ["K", "N", "P", "C", "C", "C", "C", "C", "C", "C", "C", "C", "C", "C", "C", "P", "C", "C", "C", "C", "C", "C", "C", "C", "C", "C", "C", "C", "H", "H", "H", "H", "H", "H", "H", "H", "H", "H", "H", "H", "H", "H", "H", "H", "H", "H", "H", "H", "H", "C", "C", "C", "C", "N", "C", "C", "C", "C", "C", "C", "C", "H", "H", "H", "H", "H", "H", "H", "H", "F", "C", "C", "F", "C", "F", "C", "O", "C", "F", "C", "F"], "positions_angstrom": [[2.17694, -0.07884, -0.16783], [-1.30624, -0.04643, 0.55997], [-0.40013, -1.54688, 0.78198], [-1.04212, -2.51653, -0.63562], [-0.13649, -3.16696, -1.46117], [-0.58878, -3.92992, -2.53618], [-1.94516, -4.03332, -2.78766], [-2.86278, -3.37317, -1.96832], [-2.41049, -2.61908, -0.90083], [-1.43643, -2.31167, 2.09837], [-1.37678, -3.70419, 2.20332], [-2.06762, -4.37788, 3.19654], [-2.82983, -3.66885, 4.11857], [-2.88927, -2.28828, 4.03242], [-2.19514, -1.61491, 3.02964], [-0.54084, 1.37175, -0.16984], [-1.92783, 2.55790, 0.04193], [-3.19763, 2.21455, 0.48979], [-4.18687, 3.18705, 0.61859], [-3.91513, 4.50843, 0.29723], [-2.64470, 4.85982, -0.14911], [-1.65855, 3.89322, -0.26431], [-0.68728, 1.04766, -1.97036], [-1.75753, 0.37488, -2.56030], [-1.82913, 0.24302, -3.93742], [-0.84258, 0.80671, -4.74241], [0.21736, 1.49023, -4.16725], [0.29759, 1.60084, -2.78172], [-1.56178, 0.26771, 1.49387], [0.92690, -3.03929, -1.30216], [0.12553, -4.40880, -3.19350], [-2.29465, -4.61187, -3.63462], [-3.92491, -3.44840, -2.16905], [-3.11597, -2.09886, -0.26061], [-0.79383, -4.26931, 1.48372], [-2.01070, -5.45822, 3.25150], [-3.36916, -4.19113, 4.89925], [-3.46983, -1.72151, 4.75004], [-2.25823, -0.53446, 3.01666], [-3.42713, 1.17831, 0.71199], [-5.17453, 2.90390, 0.96315], [-4.68559, 5.26336, 0.39654], [-2.42039, 5.89011, -0.39813], [-0.66491, 4.17465, -0.59895], [-2.52462, -0.06050, -1.92859], [-2.64691, -0.30858, -4.38665], [-0.88694, 0.68684, -5.81845], [1.00404, 1.89950, -4.78995], [1.14821, 2.10518, -2.33234], [-0.83356, 1.58636, 4.87347], [0.17731, 1.15418, 5.72295], [1.46147, 1.03260, 5.23081], [1.73924, 1.33141, 3.88833], [0.74820, 1.70438, 3.06396], [-0.48171, 1.84166, 3.55826], [3.14299, 1.23714, 3.35528], [4.17576, 1.65278, 4.20791], [5.50154, 1.58456, 3.79527], [5.77731, 1.09613, 2.52179], [4.72110, 0.70866, 1.69759], [3.35850, 0.75184, 2.05375], [-1.85569, 1.71268, 5.20909], [-0.03580, 0.90494, 6.75604], [2.25651, 0.67078, 5.86859], [-1.24322, 2.19580, 2.85916], [3.95720, 2.07820, 5.18474], [6.29864, 1.91908, 4.44844], [6.80493, 1.02690, 2.17666], [5.00351, 0.35494, 0.69788], [3.83915, 0.09846, -7.33952], [3.40466, -0.18064, -6.09288], [2.33782, -1.03604, -5.88768], [1.70868, -1.57349, -6.95108], [1.89713, -1.33283, -4.61519], [0.82832, -2.14637, -4.49537], [2.48069, -0.79496, -3.44741], [2.04849, -0.99876, -2.25549], [3.56599, 0.06674, -3.71514], [4.15251, 0.67106, -2.65476], [4.01787, 0.37086, -4.98455], [5.05329, 1.21315, -5.15265]], "mulliken_charge": [1.21, 0.61, -0.13, 0.40, -0.03, -0.50, -0.50, -0.71, -0.49, 0.75, -0.46, -0.64, -0.47, -0.74, -0.39, -0.59, 0.42, 0.09, -0.65, -0.46, -0.58, -0.74, 1.39, -0.55, -0.64, -0.66, -0.48, -0.57, -0.46, 0.34, 0.37, 0.37, 0.39, 0.35, 0.37, 0.39, 0.36, 0.40, 0.07, 0.37, 0.40, 0.37, 0.40, 0.35, 0.33, 0.41, 0.38, 0.44, 0.37, -0.86, -0.36, -0.79, 0.18, -0.13, -0.12, 0.66, -0.81, -0.53, -0.84, 0.19, -0.47, 0.44, 0.41, 0.44, 0.56, 0.39, 0.35, 0.35, 0.17, -0.36, 0.66, 0.09, -0.38, 0.03, -0.31, 0.48, -0.56, 0.11, -0.37, 0.10, -0.35], "total_energy_ha": -3546.53799, "gap_ev": 6.108, "total_charge": -1}

=====

[4]
{"formula": "C5H9NOS", "method": "wB97M-V/def2-TZVPD", "symbols": ["O", "C", "C", "C", "C", "C", "S", "N", "H", "H", "H", "H", "H", "H", "H", "H", "H"], "positions_angstrom": [[-2.41559, -2.04854, -0.33107], [-1.79822, -1.07021, 0.00479], [-1.73728, 0.40426, -0.43188], [-0.62550, 0.55337, 0.64155], [0.76565, 0.95384, 0.15309], [1.45085, -0.05865, -0.76254], [2.25895, -1.44062, 0.09467], [-0.83980, -0.85670, 0.96790], [-1.43124, 0.53783, -1.46023], [-2.64167, 0.96878, -0.23487], [-0.93490, 1.22609, 1.47431], [0.64130, 1.92164, -0.36277], [1.42446, 1.20457, 1.00973], [0.72738, -0.53235, -1.44048], [2.17141, 0.43846, -1.40356], [3.27898, -0.71216, 0.56716], [-0.29478, -1.48961, 1.51420]], "mulliken_charge": [-0.62, 0.34, -0.56, 0.00, -0.58, -0.83, -0.21, -0.11, 0.26, 0.30, 0.30, 0.29, 0.38, 0.30, 0.42, 0.12, 0.22], "total_energy_ha": -724.09319, "de_lowest_ev": 0.724, "gap_ev": 9.962, "total_charge": 0}

=====

[5]
{"formula": "C5H9NO", "method": "wB97M-V/def2-TZVPD", "symbols": ["C", "C", "C", "C", "O", "N", "C", "H", "H", "H", "H", "H", "H", "H", "H", "H"], "positions_angstrom": [[1.24473, 0.60102, 0.44150], [0.08564, 0.54364, -0.46784], [-1.04670, 1.62243, -0.29445], [-1.93241, 0.38950, -0.00412], [-3.05070, 0.17176, 0.35100], [-0.95569, -0.47861, -0.05294], [-0.79572, -1.87688, -0.18549], [0.80887, 0.72584, 1.38953], [1.97190, 1.41108, 0.27508], [1.81614, -0.27221, 0.35043], [0.35357, 0.33166, -1.44250], [-1.17919, 2.19373, -1.16050], [-1.11803, 2.27763, 0.58752], [-0.25769, -2.17555, -1.07901], [-0.48796, -2.46697, 0.84730], [-1.74754, -2.44875, -0.23921]], "mulliken_charge": [-1.47, 0.00, -0.62, 0.46, -0.65, 0.12, -0.96, 0.40, 0.34, 0.37, 0.51, 0.30, 0.25, 0.34, 0.23, 0.39], "total_energy_ha": -325.86408, "de_lowest_ev": 1.999, "gap_ev": 10.218, "total_charge": 0}

=====

[6]
{"formula": "C3H6Cl6", "method": "wB97M-V/def2-TZVPD", "symbols": ["C", "Cl", "Cl", "H", "H", "C", "Cl", "Cl", "H", "H", "C", "Cl", "Cl", "H", "H"], "positions_angstrom": [[3.57809, 2.06194, -1.93860], [4.33204, 3.39319, -2.81040], [1.86785, 2.14134, -2.16235], [3.92588, 1.13855, -2.40173], [3.80624, 2.15916, -0.87718], [-2.97623, -3.27647, 1.13877], [-4.29792, -4.00639, 2.00447], [-1.43083, -3.78259, 1.81150], [-3.01454, -3.73053, 0.14859], [-3.09245, -2.19338, 1.09997], [-0.55563, 1.26988, 0.73211], [-1.18599, -0.34144, 0.33912], [-0.18596, 1.62426, 2.48948], [0.32794, 1.42528, 0.11303], [-1.09847, 2.11721, 0.31323]], "mulliken_charge": [-0.21, -0.12, -0.13, 0.28, 0.25, -0.14, 0.02, 0.06, 0.35, 0.23, 0.00, 0.04, -0.03, 0.05, 0.36], "total_energy_ha": -2878.62766, "spin_multiplicity": 2, "s2": 0.753, "de_lowest_ev": 0.393, "gap_ev": [10.327, 2.375], "total_charge": 1}

=====

Number 1: molar mass 706.92 g/mol. Number 2: molar mass 653.58 g/mol. Number 3: molar mass 761.73 g/mol. Number 4: molar mass 131.20 g/mol. Number 5: molar mass 99.13 g/mol. Number 6: molar mass 254.80 g/mol.